Record 1
Here is a 2-piece molecular cluster, C3H8O2S overall at a distorted geometry from OMol25. Energies are from ωB97M-V/def2-TZVPD.

Geometry as XYZ:
```
14
C3H8O2S (ωB97M-V/def2-TZVPD)
O -0.52090 0.98221 2.31071
C -0.55786 0.49331 1.21481
C -0.98576 1.19252 -0.05949
C -0.46793 0.46689 -1.28659
S -0.93080 1.33914 -2.83366
H -0.25658 -0.57534 1.10545
H -0.55275 2.19689 -0.02976
H -2.06325 1.31582 -0.01990
H 0.60262 0.43798 -1.29803
H -0.80545 -0.53659 -1.38758
H 0.19380 2.03216 -3.04674
H 2.24307 -2.34075 1.61884
H 2.17571 -3.75872 2.24316
O 1.92608 -3.24553 1.46879
```

Values from the calculation:
energy relative to the best compared isomer or geometry (same formula, charge and spin)	22.7	kcal per mole
HOMO energy	-9.30	eV
HOMO-LUMO gap	9.898	eV
SMILES	O=CCCS.O
E_LUMO	0.6	eV



Record 2
Here is a 2-piece molecular cluster, C3H8O2S overall at a distorted geometry from OMol25. Energies are from ωB97M-V/def2-TZVPD.

Geometry as XYZ:
```
14
C3H8O2S (ωB97M-V/def2-TZVPD)
C 2.83876 -0.44711 -1.08258
S 1.33459 -0.68146 -0.08122
C 1.50472 0.75746 1.03537
H 3.70987 -0.53273 -0.48769
H 2.86974 0.60789 -1.58528
H 2.91012 -1.23542 -1.87441
H 0.69551 0.70992 1.79658
H 2.45493 0.65521 1.49185
H 1.44089 1.72856 0.48682
O -3.73774 0.26333 -0.24569
C -2.64790 -0.06497 0.18812
O -1.56880 0.78432 0.26136
H -2.39816 -1.08970 0.48038
H -0.75742 0.20616 0.02045
```

Values from the calculation:
energy relative to the best compared isomer or geometry (same formula, charge and spin)	27.1	kcal per mole
charge	+1
HOMO energy (alpha / beta)	-14.05 / -14.01	eV
HOMO-LUMO gap (alpha / beta)	9.710 / 4.634	eV
E_LUMO (alpha / beta)	-4.3 / -9.4	eV
multiplicity	2



Record 3
Here is the molecule C3H8O2SSi at a distorted geometry from OMol25. Energies are from ωB97M-V/def2-TZVPD.

Geometry as XYZ:
```
15
C3H8O2SSi (ωB97M-V/def2-TZVPD)
C -2.60937 -1.05728 0.49365
C 0.93245 -0.14983 -1.70062
C 0.65545 0.97118 1.53869
O -1.46144 1.24369 -0.60304
O -1.17356 -1.07614 0.30565
Si -0.09461 0.39820 -0.21757
S -3.05312 0.67506 -0.12858
H -3.03581 -1.05996 1.57342
H 0.37483 -0.95059 -2.16271
H 1.41745 0.61304 -2.42126
H 1.81503 -0.52911 -1.22468
H 1.36226 1.76822 1.46911
H -0.10338 1.18906 2.16249
H 1.16945 0.15148 1.95906
H -2.98283 -1.75888 -0.22312
```

Values from the calculation:
energy relative to the best compared isomer or geometry (same formula, charge and spin)	0.0	kcal per mole
HOMO energy	-8.38	eV
HOMO-LUMO gap	8.801	eV
SMILES	C[Si]1(C)OCSO1
E_LUMO	0.4	eV